[1]
61
Properties=species:S:1:pos:R:3:forces:R:3 method="wB97M-V/def2-TZVPD" max_force_ev_per_a=2.209 total_charge=0 multiplicity=3 e_above_lowest_kcal_mol=21.54 e_tot_ev=-143906.54661 e_lumo_ev="0.247 / 0.220" gap_ev="6.319 / 8.095" homo_ha="-0.223 / -0.289"
Ni -0.05341 -0.96929 -0.58922 0.38 -0.06 0.58
C -3.15232 3.79634 -0.03537 0.29 0.03 1.29
N -2.00195 3.22310 0.64441 0.44 0.72 0.24
C -0.85406 4.11016 0.68642 0.69 -0.27 0.41
C -1.96033 1.95582 1.08922 -0.90 -1.16 0.01
O -2.95801 1.22861 1.14595 0.66 0.43 -0.09
C -0.59908 1.34138 1.50466 0.57 0.81 0.24
O -0.51097 -0.03847 1.25673 -1.15 -0.94 1.35
C -1.14455 -0.84894 2.28375 0.63 -0.17 -1.91
C -1.34445 -2.21071 1.65163 -1.14 -0.81 0.47
O -0.84971 -2.51992 0.58637 1.35 0.43 -1.70
N -2.11464 -3.13734 2.23531 -0.41 -0.61 0.59
C -2.26005 -4.45590 1.61772 -0.96 -0.51 -0.12
C -2.71464 -2.96375 3.52774 0.86 0.34 1.21
H -3.48519 4.72999 0.45419 0.05 -0.53 -0.02
H -3.90913 3.05191 -0.05396 -0.84 -0.41 -0.05
H -2.84408 4.03934 -1.01632 0.21 0.27 -1.30
H -0.26921 4.07230 -0.25295 -0.29 0.15 0.29
H -0.18689 3.76053 1.50636 -0.34 0.73 -0.51
H -1.21693 5.14811 0.85874 0.43 -0.72 0.03
H -0.37470 1.54414 2.56783 -0.17 0.01 -0.29
H 0.23924 1.71664 0.92825 0.04 0.49 0.02
H -2.06893 -0.40860 2.56686 -0.79 0.38 0.29
H -0.47008 -0.97288 3.10117 0.59 0.15 0.86
H -2.42663 -4.34235 0.55539 -0.08 0.05 -0.22
H -3.13284 -5.00503 2.05306 0.59 0.81 -0.26
H -1.41597 -5.13527 1.72375 0.41 0.37 0.25
H -2.71145 -3.92020 4.07093 0.48 0.41 0.02
H -3.74606 -2.66277 3.55749 -0.61 0.37 -0.59
H -2.12476 -2.18146 4.05203 -0.51 -0.75 0.18
Cl -0.53011 1.53844 -1.56017 -0.22 -0.20 -1.54
C -0.73895 0.32103 -2.89591 0.93 0.18 -0.06
C -0.54743 -0.96225 -2.42975 -0.57 -0.48 -0.87
C -0.57433 -1.97501 -3.38148 0.09 0.34 -0.55
Cl -0.25332 -3.59113 -2.90006 0.04 -0.55 0.38
C -0.75608 -1.73686 -4.74141 -0.14 1.33 -0.73
Cl -0.84105 -2.99017 -5.93153 0.06 -0.10 0.41
C -0.86797 -0.39603 -5.21538 -0.16 -0.18 1.61
Cl -1.26834 -0.11046 -6.87357 0.31 0.31 0.42
C -0.78473 0.65587 -4.24933 -0.52 -0.23 -0.81
Cl -0.83035 2.31528 -4.78040 -0.03 -0.41 0.20
C 2.89666 -0.33612 -2.60245 -0.48 -0.64 -0.62
Si 2.29768 -0.92169 -0.86746 -0.36 0.01 -0.93
C 3.16266 -2.52643 -0.40922 -0.98 -0.32 -0.30
C 2.72215 0.44851 0.31115 -0.32 -0.10 0.93
C 2.90161 1.73949 -0.16321 0.71 -0.07 -0.72
C 3.32861 2.73434 0.69394 0.03 1.50 -1.49
C 3.31735 2.51491 2.02834 -0.29 -0.28 1.78
C 2.94982 1.28331 2.59628 0.43 -0.21 -0.98
C 2.71522 0.23307 1.71802 -0.11 -0.59 -0.39
H 3.99789 -0.24997 -2.75751 -0.72 0.70 0.45
H 2.25933 0.52065 -2.99536 1.15 -0.84 0.41
H 2.70188 -1.19230 -3.28420 -0.38 0.33 0.24
H 4.23662 -2.44642 -0.39792 0.46 -0.07 0.23
H 2.86402 -3.27029 -1.17583 0.20 0.28 0.37
H 2.73790 -2.87857 0.54469 0.45 0.01 -0.20
H 2.84411 1.96904 -1.23326 0.06 -0.28 0.36
H 3.67509 3.71585 0.27143 -0.55 -0.97 0.56
H 3.54926 3.32484 2.67930 0.34 0.48 0.51
H 2.98596 1.13734 3.66580 -0.13 0.03 0.09
H 2.51063 -0.81376 2.05825 0.23 1.06 -0.04


[2]
56
Properties=species:S:1:pos:R:3:forces:R:3 method="wB97M-V/def2-TZVPD" max_force_ev_per_a=0.701 smiles="Cc1ccc(-c2nc3c(c(SCC(=O)N4CCOCC4)n2)COC(C)(C)C3)cc1" total_charge=0 e_above_lowest_kcal_mol=44.62 e_tot_ev=-44701.20058 e_lumo_ev=0.143 gap_ev=8.780 homo_ha=-0.317
C -6.33618 1.94534 -0.11540 -0.02 0.00 0.07
C -4.97426 1.34097 0.02610 0.08 -0.03 -0.02
C -4.82269 -0.03515 0.17077 -0.02 0.11 -0.01
C -3.57350 -0.59903 0.32158 0.16 0.07 0.01
C -2.43405 0.20549 0.33306 -0.61 0.24 -0.06
C -2.58132 1.58382 0.18923 0.10 -0.19 0.03
C -3.83568 2.13909 0.03765 -0.11 -0.03 -0.01
H -3.93561 3.20948 -0.07336 -0.02 0.10 -0.02
H -1.70688 2.21545 0.19655 0.08 0.05 0.00
C -1.11619 -0.40450 0.49194 0.67 -0.20 0.07
N -1.04842 -1.72921 0.57117 -0.32 -0.24 -0.01
C 0.15537 -2.26462 0.69686 0.41 0.32 -0.09
C 1.31961 -1.50325 0.76265 -0.33 0.00 0.06
C 1.14356 -0.12392 0.68965 -0.07 -0.10 -0.05
N -0.05928 0.40806 0.54274 -0.24 -0.06 0.13
S 2.53322 0.95416 0.75372 0.08 0.15 0.09
C 1.73335 2.59357 0.85894 0.28 -0.24 0.18
H 0.65969 2.41214 0.84833 0.04 0.07 -0.01
C 2.21992 3.51207 -0.24871 -0.24 -0.06 0.16
O 2.98181 4.42585 0.00455 0.28 0.15 0.25
N 1.76194 3.28691 -1.49927 -0.06 0.13 -0.34
C 0.92030 2.20578 -1.95888 0.10 -0.46 -0.18
H 0.48360 1.64568 -1.13555 0.01 0.12 -0.04
C 1.75179 1.27775 -2.85456 -0.29 -0.05 0.23
H 1.12431 0.49599 -3.28582 0.01 0.00 0.07
O 2.30564 1.98609 -3.93847 -0.01 -0.01 -0.21
C 3.12411 3.04545 -3.49139 -0.04 0.33 0.10
H 3.49322 3.54439 -4.38829 0.04 0.01 0.08
C 2.33908 4.02188 -2.60940 0.38 0.02 -0.18
H 2.99456 4.79436 -2.20686 -0.10 -0.05 -0.10
H 1.53233 4.48121 -3.18968 0.05 0.00 0.01
H 3.97478 2.64604 -2.91847 -0.04 0.05 -0.04
H 2.55231 0.81534 -2.25568 -0.11 0.04 -0.05
H 0.10858 2.63799 -2.55675 0.01 -0.07 0.06
H 2.04149 3.03053 1.80868 -0.09 0.04 -0.16
C 2.59588 -2.25234 0.95251 0.24 0.13 -0.28
O 2.48129 -3.25104 1.94012 -0.01 -0.10 0.19
C 1.30245 -4.06441 1.95481 -0.35 -0.53 0.19
C 0.59011 -3.81484 3.29024 0.27 0.04 -0.32
H -0.23989 -4.50464 3.41534 -0.12 -0.09 0.03
H 1.29534 -3.95253 4.10519 0.05 -0.02 0.09
H 0.21122 -2.79594 3.33029 -0.05 0.10 0.05
C 1.75269 -5.52581 1.86070 0.00 0.46 0.00
H 0.89410 -6.19094 1.88733 -0.10 -0.11 0.01
H 2.40968 -5.75604 2.69449 0.06 -0.06 0.10
H 2.30211 -5.69080 0.93685 0.04 -0.03 -0.11
C 0.33844 -3.73971 0.79508 0.23 0.09 0.12
H 0.77124 -4.10027 -0.14290 -0.01 -0.05 -0.04
H -0.61893 -4.23403 0.94964 0.02 -0.02 -0.02
H 3.39634 -1.58929 1.29159 -0.04 -0.09 -0.11
H 2.89943 -2.69854 -0.01152 0.05 0.09 0.15
H -3.45381 -1.66499 0.43226 -0.02 -0.08 0.00
H -5.69889 -0.66771 0.16341 -0.09 -0.07 -0.01
H -6.28194 2.92660 -0.58032 -0.05 0.06 -0.03
H -6.98373 1.30521 -0.71060 -0.08 0.01 -0.04
H -6.79361 2.06088 0.86783 -0.09 0.04 0.02


[3]
56
Properties=species:S:1:pos:R:3:forces:R:3 method="wB97M-V/def2-TZVPD" max_force_ev_per_a=0.669 smiles="COc1ccc(-c2nc3c(c(SCC(=O)N4CCCC4)n2)COC(C)(C)C3)cc1" total_charge=0 e_above_lowest_kcal_mol=41.15 e_tot_ev=-44701.35109 e_lumo_ev=0.638 gap_ev=8.808 homo_ha=-0.300
C 5.52275 2.43262 2.23283 0.10 0.00 0.21
H 6.52172 2.82015 2.03925 -0.06 -0.03 0.07
O 4.88340 2.38660 0.97991 -0.22 -0.03 -0.27
C 3.59830 1.94455 0.91860 -0.13 -0.04 -0.13
C 2.85032 1.50424 2.00713 0.39 0.13 0.09
C 1.55299 1.06483 1.82190 -0.17 -0.02 -0.30
C 0.97979 1.04622 0.55561 0.47 0.15 0.21
C 1.72714 1.50259 -0.52897 -0.02 -0.02 0.16
C 3.01728 1.94639 -0.35311 0.20 0.11 0.15
H 3.60623 2.30857 -1.18188 0.06 0.05 -0.11
H 1.26756 1.51525 -1.50451 -0.01 -0.02 -0.11
C -0.37673 0.53693 0.36086 -0.51 -0.18 -0.11
N -1.19459 0.51450 1.40348 0.17 0.14 0.30
C -2.42249 0.04629 1.21055 -0.14 -0.16 -0.38
C -2.84950 -0.42800 -0.02497 0.26 0.09 0.20
C -1.89641 -0.38943 -1.04390 -0.16 0.08 0.09
N -0.68955 0.11256 -0.86167 0.11 0.21 0.07
S -2.25067 -1.05172 -2.62840 -0.04 -0.06 -0.28
C -0.54598 -1.19062 -3.23398 -0.53 0.13 0.36
H -0.60291 -1.75938 -4.16249 0.01 0.02 -0.03
C 0.29715 -1.93013 -2.19734 0.11 -0.06 -0.37
O -0.18600 -2.68080 -1.37332 -0.05 -0.25 0.14
N 1.61920 -1.71087 -2.27910 0.29 -0.09 0.15
C 2.33159 -0.91839 -3.26032 -0.01 0.29 -0.38
C 3.80236 -1.23547 -2.98872 -0.06 0.05 0.06
H 4.09960 -2.13018 -3.53714 0.02 -0.01 -0.05
C 3.81767 -1.51338 -1.48705 -0.07 -0.07 -0.08
C 2.51387 -2.27387 -1.27998 0.02 -0.25 0.35
H 2.63866 -3.34832 -1.45757 0.00 0.05 0.10
H 2.08074 -2.13973 -0.28695 0.05 -0.07 -0.05
H 3.79468 -0.57484 -0.93247 0.02 -0.02 0.03
H 4.68579 -2.08930 -1.17486 0.03 0.01 0.06
H 4.45833 -0.41616 -3.27433 0.02 0.01 -0.08
H 2.13797 0.14945 -3.10767 0.00 -0.01 -0.09
H 2.03025 -1.18813 -4.27632 0.04 0.10 0.03
H -0.16484 -0.19024 -3.42710 0.10 -0.11 -0.06
C -4.23527 -0.94896 -0.23015 -0.10 -0.08 -0.40
O -4.99233 -1.05739 0.94940 0.02 -0.06 0.13
C -4.82207 0.00124 1.88792 -0.08 0.34 0.57
C -5.76226 -0.33670 3.04510 0.24 -0.01 -0.40
H -5.62456 0.36555 3.86231 0.00 0.08 0.10
H -6.79326 -0.29538 2.70541 -0.14 0.03 -0.01
H -5.55908 -1.34388 3.39781 0.04 -0.10 0.07
C -5.19680 1.36279 1.28899 0.06 -0.38 -0.02
H -4.46017 1.68895 0.55809 0.04 0.10 -0.09
H -5.24984 2.10797 2.07818 0.01 0.09 0.06
H -6.16804 1.29605 0.80384 -0.10 0.01 -0.03
C -3.36224 0.01717 2.37356 -0.29 -0.15 -0.19
H -3.16709 0.87227 3.02099 0.00 0.01 0.00
H -3.16636 -0.89304 2.94708 -0.02 0.01 0.06
H -4.18910 -1.95934 -0.65212 -0.01 0.12 -0.02
H -4.74936 -0.30942 -0.96909 0.00 -0.09 0.10
H 0.96814 0.72104 2.66037 -0.04 -0.02 0.09
H 3.26915 1.49893 3.00113 0.07 0.00 0.07
H 5.60195 1.43671 2.68041 -0.02 0.04 -0.01
H 5.00293 3.10263 2.92477 0.01 -0.04 -0.02


[4]
60
Properties=species:S:1:pos:R:3:forces:R:3 method="wB97M-V/def2-TZVPD" max_force_ev_per_a=1.656 total_charge=+2 e_above_lowest_kcal_mol=89.21 e_tot_ev=-61439.61400 e_lumo_ev=-7.985 gap_ev=5.629 homo_ha=-0.500
W 0.27054 0.39869 -0.11244 0.54 1.11 -1.10
O -3.20811 -0.57119 1.17898 0.09 0.04 0.03
C -3.23184 -1.78626 0.46592 -0.02 0.02 0.05
C -2.26210 -2.78619 1.06465 0.03 0.01 -0.01
N -0.90270 -2.22413 1.40966 0.09 -0.06 0.16
C -0.92695 -1.48497 2.69679 -0.11 0.06 -0.25
C -1.15552 0.01940 2.58216 0.12 0.09 0.30
O -1.78110 0.63345 3.37579 0.00 0.01 0.01
O -0.38125 0.61781 1.63360 -0.53 -0.68 -0.31
C -0.10297 -3.42611 1.56967 0.07 0.02 0.23
C 1.21011 -3.26244 2.21088 0.22 -0.08 -0.15
O 2.19198 -3.34252 2.72717 -0.19 0.17 -0.04
O 2.57698 -1.57295 0.34211 -0.05 -0.08 0.00
H -3.97629 -0.48100 1.75298 -0.03 0.03 -0.01
H -2.96064 -1.57718 -0.56352 0.07 0.07 -0.12
H -4.22346 -2.24396 0.46290 0.02 -0.02 -0.03
H -2.11779 -3.59694 0.34621 -0.01 0.05 -0.04
H -2.68168 -3.22430 1.97930 0.03 0.00 0.02
H 0.05967 -1.56696 3.16965 0.03 0.07 0.07
H -1.65972 -1.89087 3.39673 -0.05 0.02 -0.02
H 0.11155 -3.93507 0.62487 -0.02 -0.02 -0.11
H -0.55607 -4.17348 2.25504 -0.01 -0.05 -0.04
C 2.38314 0.89583 2.20897 -0.08 -0.02 0.05
N 2.48336 0.76653 0.72193 -0.11 -0.07 -0.27
C 3.35465 -0.38966 0.41939 -0.04 -0.15 0.01
C 2.24490 -1.95840 -0.97071 0.12 0.07 0.18
N 1.26300 -1.05001 -1.62849 -0.12 -0.10 0.23
C 1.96391 -0.20798 -2.66951 -0.04 0.03 0.01
C 0.24826 -1.85212 -2.35899 0.04 0.02 0.02
C 0.57254 -3.05388 -2.97696 0.01 0.01 0.01
C -0.39496 -3.72911 -3.70792 -0.01 0.00 0.00
C -1.66621 -3.18872 -3.84459 -0.01 -0.03 -0.01
C -1.97123 -1.96986 -3.26099 -0.01 0.02 0.03
C -1.01373 -1.29611 -2.50853 -0.04 -0.09 0.04
S -1.30626 0.30137 -1.82204 0.13 -0.01 0.80
C 3.09861 2.01026 0.23314 0.00 0.00 0.00
C 4.42435 2.31210 0.51734 0.00 -0.02 -0.02
C 4.95810 3.51867 0.09272 -0.01 0.00 0.00
C 4.16284 4.42498 -0.59684 0.01 0.00 0.00
C 2.84276 4.11902 -0.88078 -0.01 0.00 0.00
C 2.30814 2.90183 -0.46851 0.06 0.04 0.00
S 0.65581 2.48162 -0.93477 -0.10 -0.49 0.30
H 3.37388 1.08195 2.62421 -0.01 0.00 -0.01
H 1.98945 -0.02789 2.62759 -0.04 -0.05 0.03
H 1.72413 1.71976 2.46225 -0.02 0.01 -0.01
H 4.09066 -0.54021 1.21047 -0.04 0.00 0.00
H 3.87388 -0.21582 -0.52177 0.01 0.02 -0.01
H 1.80235 -2.94497 -0.88931 -0.03 -0.03 0.05
H 3.15178 -2.02702 -1.57583 0.00 0.01 -0.02
H 2.48156 -0.86878 -3.36597 0.00 0.01 0.00
H 2.67078 0.47354 -2.19851 0.01 -0.01 0.01
H 1.21694 0.37433 -3.20023 0.00 0.01 -0.01
H 1.57405 -3.46445 -2.93439 0.00 0.00 0.00
H -0.14446 -4.66345 -4.19073 0.00 0.00 0.00
H -2.41571 -3.70906 -4.42515 0.00 0.00 0.00
H -2.95120 -1.52822 -3.39088 0.00 0.01 -0.01
H 5.04831 1.62297 1.07441 0.00 0.01 0.01
H 5.99057 3.75426 0.30981 0.00 0.00 0.00
H 4.57401 5.37261 -0.91618 0.00 0.00 -0.01
H 2.22154 4.81641 -1.42793 0.00 0.00 0.00